Record 1
C5H10ClP | ωB97M-V/def2-TZVPD

The charge is 0. The calculation puts the calculated total energy at -997.862801 a.u. Its HOMO-LUMO gap (alpha / beta) is 7.6 / 8.6 eV. The value obtained for the energy above the lowest of the compared OMol25 structures with the same formula, charge and spin is 3.8187 eV.

Geometry (Å):
C -1.071 0.166 0.628
C 0.892 0.350 -1.808
C 0.819 -2.103 -0.940
C -0.850 1.894 2.724
C 0.147 -0.827 -1.474
P -0.072 1.300 1.114
Cl -2.589 -0.612 0.808
H 0.479 1.255 -1.686
H 1.846 0.356 -1.156
H 1.039 0.537 -2.886
H 0.063 -2.759 -0.467
H 1.583 -1.857 -0.219
H 1.398 -2.675 -1.751
H -0.387 1.113 3.393
H -0.511 2.875 3.050
H -1.973 2.018 2.724
H -0.813 -1.033 -2.055

Record 2
C40H36N4O3P2V | ωB97M-V/def2-TZVPD

The charge is +2. The calculation puts the calculated total energy at -3616.901346 a.u. Its HOMO-LUMO gap (alpha / beta) is 6.3 / 7.1 eV. The value obtained for the energy above the lowest of the compared OMol25 structures with the same formula, charge and spin is 0.5378 eV. Its multiplicity is 2.

Geometry (Å):
V -0.421 0.157 0.786
C 2.140 1.922 -0.552
P 0.386 2.272 -0.230
C -0.295 2.991 -1.737
C -1.442 2.519 -2.367
C -1.899 3.129 -3.528
C -1.215 4.210 -4.060
C -0.070 4.690 -3.433
C 0.389 4.087 -2.276
C 0.333 3.551 1.038
C 1.346 3.631 1.994
C 1.279 4.598 2.986
C 0.202 5.472 3.033
C -0.818 5.379 2.094
C -0.758 4.418 1.098
C 2.516 0.840 0.404
C 3.723 0.299 0.715
C 3.491 -0.710 1.700
C 2.153 -0.736 1.944
C 1.358 -1.600 2.871
P -0.254 -0.780 3.011
C -1.622 -1.941 3.119
C -1.624 -3.128 2.381
C -2.734 -3.955 2.410
C -3.850 -3.597 3.157
C -3.861 -2.408 3.873
C -2.752 -1.576 3.854
C -0.256 0.300 4.440
C -0.377 1.683 4.299
C -0.361 2.490 5.428
C -0.222 1.925 6.686
C -0.094 0.548 6.827
C -0.107 -0.265 5.709
N 1.506 0.229 1.157
H 2.733 2.826 -0.410
H 2.246 1.617 -1.596
H -1.978 1.677 -1.958
H -2.791 2.758 -4.014
H -1.573 4.685 -4.965
H 0.461 5.538 -3.844
H 1.272 4.482 -1.785
H 2.180 2.940 1.981
H 2.071 4.668 3.721
H 0.158 6.232 3.803
H -1.656 6.062 2.131
H -1.549 4.356 0.360
H 4.677 0.589 0.302
H 4.236 -1.328 2.178
H 1.830 -1.688 3.849
H 1.204 -2.609 2.484
H -0.771 -3.405 1.774
H -2.729 -4.883 1.853
H -4.712 -4.252 3.184
H -4.728 -2.132 4.459
H -2.759 -0.655 4.424
H -0.491 2.134 3.323
H -0.455 3.563 5.318
H -0.210 2.556 7.564
H 0.016 0.111 7.811
H -0.014 -1.339 5.826
C -4.883 -1.683 -2.043
N -4.164 -0.837 -1.081
C -4.820 -0.181 -0.096
C -4.196 0.593 0.832
C -2.796 0.667 0.714
O -1.966 1.224 1.521
N -2.143 0.039 -0.284
C -2.772 -0.761 -1.212
O -2.189 -1.327 -2.109
H -5.916 -1.350 -2.103
H -4.844 -2.725 -1.729
H -4.409 -1.590 -3.013
H -5.895 -0.314 -0.089
H -4.732 1.097 1.620
O -0.073 -1.607 -0.009
N 0.888 -1.734 -0.941
C 1.938 -2.517 -0.652
C 2.937 -2.698 -1.581
C 2.848 -2.061 -2.810
C 1.744 -1.268 -3.083
C 0.762 -1.119 -2.130
H 1.916 -2.965 0.328
H 3.774 -3.335 -1.332
H 3.624 -2.194 -3.551
H 1.624 -0.774 -4.037
H -0.159 -0.578 -2.281

Record 3
C5H11N | ωB97M-V/def2-TZVPD

The charge is -1. The calculation puts the calculated total energy at -251.726081 a.u. Its HOMO-LUMO gap (alpha / beta) is 2.9 / 8.4 eV. The value obtained for the energy above the lowest of the compared OMol25 structures with the same formula, charge and spin is 2.0023 eV. Its multiplicity is 2.

Geometry (Å):
C 0.071 1.747 0.916
C 0.905 0.753 0.020
C 0.425 -0.730 0.180
C 0.983 -1.432 1.242
C -1.465 -0.600 -1.457
N -0.417 -1.337 -0.750
H -0.859 2.125 0.387
H -0.258 1.291 1.850
H 0.580 2.698 1.192
H 1.982 0.851 0.400
H 0.774 1.224 -1.045
H 0.673 -2.394 1.547
H 1.869 -1.201 1.719
H -2.619 -0.702 -1.081
H -1.468 -0.630 -2.582
H -1.098 0.514 -1.513
H -0.076 -2.177 -1.025

Record 4
C40H54BN10PRhS4 | ωB97M-V/def2-TZVPD

The charge is +1. The calculation puts the calculated total energy at -4173.723965 a.u. Its HOMO-LUMO gap is 6.6 eV.

Geometry (Å):
Rh -0.411 0.480 -0.349
C 4.925 -1.009 0.053
C 4.044 -1.295 1.270
C 2.910 -2.256 0.957
C 4.906 -1.917 2.365
N 3.461 0.000 1.771
C 3.708 0.514 3.032
C 3.039 1.676 3.132
N 2.385 1.891 1.943
B 1.634 3.226 1.705
N 1.766 3.677 0.227
C 2.925 4.307 -0.187
C 2.752 4.697 -1.458
N 1.481 4.292 -1.848
C 0.893 3.663 -0.791
S -0.670 2.935 -0.740
C 0.839 4.713 -3.138
C 0.304 3.502 -3.906
C -0.279 5.705 -2.812
C 1.882 5.401 -4.016
N 0.161 3.201 2.191
C -0.441 4.387 2.544
C -1.678 4.107 2.992
N -1.848 2.736 2.906
C -0.713 2.202 2.388
S -0.401 0.525 2.063
C -3.075 2.009 3.392
C -4.069 3.027 3.945
C -2.677 1.062 4.527
C -3.729 1.263 2.234
C 2.619 0.848 1.125
S 2.006 0.704 -0.492
H 5.334 -1.945 -0.330
H 5.752 -0.353 0.334
H 4.355 -0.533 -0.743
H 3.324 -3.237 0.717
H 2.297 -1.910 0.126
H 2.266 -2.360 1.828
H 5.355 -2.823 1.962
H 4.307 -2.199 3.234
H 5.714 -1.254 2.681
H 4.332 0.021 3.753
H 2.992 2.383 3.944
H 2.201 4.057 2.368
H 3.773 4.423 0.468
H 3.435 5.216 -2.105
H -0.473 2.990 -3.344
H 1.124 2.807 -4.121
H -0.117 3.845 -4.854
H -1.060 5.229 -2.219
H -0.723 6.083 -3.736
H 0.123 6.550 -2.250
H 2.734 4.748 -4.217
H 2.238 6.333 -3.572
H 1.415 5.647 -4.969
H 0.065 5.333 2.448
H -2.432 4.773 3.365
H -3.652 3.583 4.788
H -4.941 2.484 4.308
H -4.407 3.727 3.178
H -2.217 1.627 5.342
H -1.974 0.307 4.184
H -3.565 0.558 4.911
H -3.986 1.957 1.430
H -4.646 0.785 2.587
H -3.073 0.493 1.832
N -0.570 0.150 -2.714
N -1.785 0.428 -3.320
C -2.897 0.662 -2.610
N -4.023 0.797 -3.330
S -2.957 0.770 -0.940
H 0.172 0.649 -3.189
H -0.376 -0.851 -2.690
H -1.870 0.273 -4.312
H -4.031 0.820 -4.335
H -4.865 1.040 -2.839
N -0.578 -1.475 -0.451
P -0.712 -2.979 -0.533
C -0.023 -3.617 -2.091
C 1.359 -3.650 -2.278
C 1.890 -3.940 -3.528
C 1.044 -4.197 -4.600
C -0.332 -4.153 -4.426
C -0.866 -3.857 -3.177
C -2.419 -3.615 -0.473
C -2.677 -4.986 -0.500
C -3.984 -5.446 -0.425
C -5.032 -4.539 -0.317
C -4.777 -3.176 -0.271
C -3.466 -2.712 -0.348
C 0.031 -3.902 0.856
C -0.238 -3.363 2.116
C 0.257 -3.975 3.258
C 1.025 -5.131 3.148
C 1.284 -5.676 1.900
C 0.781 -5.068 0.753
H 2.016 -3.444 -1.440
H 2.964 -3.953 -3.670
H 1.460 -4.435 -5.571
H -0.989 -4.350 -5.264
H -1.940 -3.815 -3.036
H -1.853 -5.688 -0.583
H -4.186 -6.510 -0.436
H -6.053 -4.900 -0.262
H -5.593 -2.472 -0.162
H -3.236 -1.655 -0.313
H -0.818 -2.448 2.183
H 0.054 -3.544 4.231
H 1.422 -5.603 4.038
H 1.882 -6.576 1.817
H 0.982 -5.504 -0.220

Table of molecular weight (g/mol), in record order: 136.6; 733.6; 85.1; 947.9